Here is a cluster of 2 separate species, C3H9N2S in total at a distorted geometry from the Open Molecules 2025 dataset. Energies are from ωB97M-V/def2-TZVPD.

The geometry in XYZ format:
```
15
Properties=species:S:1:pos:R:3:forces:R:3
C 0.404 -0.518 0.901 0.100 4.482 1.471
C 0.126 -1.748 -2.247 -0.496 -0.730 -1.982
C 0.147 1.427 -0.604 1.236 0.729 -0.160
N -0.245 0.176 2.035 0.341 -1.127 3.445
N -0.231 0.066 -0.281 -4.158 -0.401 0.911
S -0.324 -2.163 -3.639 0.475 0.115 1.019
H 0.213 -1.511 0.945 0.237 -3.255 -0.367
H 1.436 -0.100 0.856 -0.396 -1.292 0.249
H -0.419 1.526 -1.543 0.397 1.256 0.356
H -0.090 2.186 0.264 0.556 -1.651 -1.971
H 1.235 1.280 -0.847 -0.846 1.194 0.217
H 0.352 0.021 2.953 -1.308 0.644 -2.561
H -1.177 -0.243 2.368 1.698 0.441 -1.162
H -0.144 -0.601 -1.139 0.158 0.609 1.206
H -1.284 0.203 -0.023 2.007 -1.015 -0.669
```
Forces are in eV/Å.

Its charge is +1. As for the largest force on an atom: 0.092 Eh/bohr. As for the energy above the lowest of the compared OMol25 structures with the same formula, charge and spin: 81.3 kcal per mole.

Atomic charges from the Löwdin analysis, expressed in e, are listed below: C -0.23; C -0.49; C -0.04; N -0.02; N -0.14; S 0.86; H 0.09; H 0.15; H 0.10; H 0.15; H 0.12; H 0.14; H 0.11; H -0.02; H 0.21